A) Below is the molecule C3H8N2O2S, with properties calculated with the ωB97M-V functional and the def2-TZVPD basis.

Summary:
Structure (SMILES): [H]/N=C(/NS)OCCO

Each line ends with the Mulliken charge.
CARTESIAN COORDINATES (ANGSTROEM)
C  1.320  -0.063  1.233  -0.412
C  0.168  -1.076  0.828  -0.764
C  -0.544  -0.214  -1.090  0.650
H  0.529  0.759  2.917  0.324
H  1.727  0.260  0.294  0.299
H  2.197  -0.425  1.756  0.371
H  0.493  -1.788  0.197  0.627
H  -0.366  -1.627  1.691  0.247
H  0.946  -1.275  -1.103  0.245
H  -2.051  0.849  -0.359  0.298
H  -1.238  2.730  -2.547  0.130
N  0.437  -0.733  -1.900  -0.684
N  -1.586  0.712  -1.291  -0.241
O  0.726  1.004  1.964  -0.519
O  -0.844  -0.550  0.139  -0.409
S  -1.912  1.437  -2.729  -0.159



B) Below is the molecule C3H8N2O2S, with properties calculated with the ωB97M-V functional and the def2-TZVPD basis.

Summary:
Structure (SMILES): C/C=C/NS(N)(=O)=O

Each line ends with the Mulliken charge.
CARTESIAN COORDINATES (ANGSTROEM)
C  -0.395  0.862  0.665  -0.172
C  0.036  2.658  -0.936  -1.092
C  -0.275  1.257  -0.609  0.002
N  -0.488  -0.518  1.042  -0.225
N  0.761  -2.715  1.034  -0.625
O  -1.401  -2.500  -0.378  -0.621
O  0.556  -1.384  -1.121  -0.584
S  -0.180  -1.810  -0.015  1.058
H  -0.350  1.582  1.436  0.304
H  -0.054  3.208  0.017  0.281
H  -0.466  3.192  -1.706  0.344
H  1.154  2.608  -1.166  0.220
H  1.759  -2.569  0.634  0.331
H  -0.272  0.547  -1.499  0.254
H  -0.882  -0.716  1.918  0.201
H  0.496  -3.702  0.684  0.325



It is B) that is the most stable of them.